ORCA calculation (wB97M-V/def2-TZVPD) on a gas-phase ion, C4H10NO2 (charge +1) in a non-equilibrium geometry.

```
! RIJCOSX wB97M-V def2-TZVPD def2/J DEFGRID3
* xyz 1 1
C 0.20 0.69 1.24
C 0.17 -0.56 0.46
N -0.93 -1.53 0.98
C -0.12 -0.32 -1.11
C 0.16 1.14 -1.47
O -0.59 2.06 -1.47
O 1.41 1.18 -2.01
H 0.21 0.65 2.34
H 1.11 1.24 0.97
H -0.57 1.46 1.11
H 1.01 -1.25 0.38
H -1.85 -1.09 0.95
H -0.89 -2.45 0.56
H -0.71 -1.68 1.96
H 0.67 -0.90 -1.58
H -1.10 -0.70 -1.38
H 1.83 2.05 -1.92
*
```

Computed properties:
**SMILES string**: C[C@@H]([NH3+])CC(=O)O
**Gap between HOMO and LUMO**: 10.545 eV
**E_HOMO**: -14.393 eV
**E_tot**: -363.3871 Ha
**LUMO**: -3.848 eV
**Relative energy (zero: lowest compared OMol25 entry of this formula, charge and spin)**: 1.3218 eV

Listed below, in e, are the Mulliken charges computed for each atom: -1.50, 0.28, -0.37, -0.58, 0.42, -0.48, -0.45, 0.44, 0.40, 0.40, 0.28, 0.36, 0.36, 0.36, 0.30, 0.43, 0.36